A molecular structure, C55H42N5O5OsS5. Source: OMol25; level of theory: the ωB97M-V functional and the def2-TZVPD basis.

The calculation puts the HOMO energy (spin up / spin down) at -9.8729 / -10.5527 eV. For the frontier orbital gap (spin up / spin down), the calculation gives 7.310 / 5.990 eV. Its spin multiplicity is 5. Its maximum force is 0.5 eV/Å. Its calculated total energy is -4852.3907 Ha. The energy above the lowest of the compared OMol25 structures with the same formula, charge and spin comes out at 83.3 kJ/mol. As for the charge: +1.

XYZ file:
```
113
C55H42N5O5OsS5 the ωB97M-V functional and the def2-TZVPD basis
Os -0.19 -0.49 -1.79
C -5.59 -3.73 4.32
C -4.79 -2.88 3.38
C -5.22 -1.60 3.03
C -4.47 -0.81 2.18
C -3.27 -1.30 1.69
C -2.82 -2.57 2.01
C -3.58 -3.35 2.86
S -2.34 -0.23 0.63
O -1.63 -1.20 -0.34
C -1.03 0.23 1.68
C 0.16 -0.62 2.01
C 0.51 -0.29 3.43
C 0.46 1.06 3.85
C 0.92 1.46 5.12
C 1.00 2.79 5.45
C 0.63 3.77 4.53
C 0.14 3.40 3.28
C 0.03 2.07 2.94
C -0.44 1.61 1.57
C -1.32 2.55 0.79
C -2.51 3.06 1.41
C -2.96 2.61 2.69
C -4.12 3.08 3.22
C -4.90 4.04 2.54
C -4.51 4.47 1.31
C -3.32 3.97 0.71
C -2.97 4.34 -0.61
C -1.91 3.76 -1.23
C -1.09 2.85 -0.53
S 0.07 2.01 -1.67
O -0.23 2.58 -2.98
C 1.69 2.61 -1.24
C 2.83 1.85 -1.45
C 4.07 2.40 -1.16
C 4.19 3.70 -0.68
C 5.54 4.29 -0.39
C 3.03 4.45 -0.50
C 1.79 3.92 -0.78
H -6.65 -3.48 4.27
H -5.27 -3.56 5.35
H -5.47 -4.79 4.10
H -6.16 -1.23 3.41
H -4.81 0.18 1.90
H -1.90 -2.96 1.59
H -3.25 -4.35 3.11
H 0.06 -1.68 1.82
H 0.88 -1.06 4.09
H 1.23 0.70 5.83
H 1.37 3.08 6.43
H 0.72 4.82 4.79
H -0.16 4.16 2.58
H -2.39 1.88 3.25
H -4.45 2.72 4.19
H -5.80 4.42 2.99
H -5.10 5.19 0.76
H -3.59 5.05 -1.14
H -1.68 3.98 -2.26
H 2.77 0.84 -1.81
H 4.96 1.80 -1.31
H 6.24 3.52 -0.05
H 5.48 5.07 0.37
H 5.96 4.74 -1.29
H 3.11 5.46 -0.12
H 0.90 4.52 -0.62
S 1.18 -0.40 -3.59
C 0.23 0.33 -4.85
C 0.84 0.73 -6.04
C 0.07 1.24 -7.07
C 0.71 1.65 -8.29
N 1.22 1.98 -9.26
C -1.33 1.34 -6.93
C -1.93 0.94 -5.75
C -1.16 0.43 -4.71
S -1.93 -0.04 -3.22
C -2.13 1.87 -7.99
N -2.78 2.29 -8.84
H 1.91 0.66 -6.15
H -3.01 1.03 -5.64
N -0.13 -2.50 -2.01
C -0.05 -3.65 -1.99
N 0.06 -4.93 -1.96
C 0.27 -5.71 -3.19
C 1.58 -6.48 -3.09
C 1.63 -7.31 -1.81
C 1.44 -6.41 -0.58
C 0.13 -5.64 -0.67
H 0.27 -5.02 -4.03
H -0.57 -6.39 -3.30
H 2.41 -5.77 -3.10
H 1.69 -7.12 -3.97
H 2.58 -7.84 -1.74
H 0.84 -8.07 -1.83
H 2.26 -5.69 -0.51
H 1.44 -7.00 0.33
H 0.05 -4.90 0.12
H -0.73 -6.31 -0.62
O 0.74 1.34 0.79
C 1.21 0.01 0.99
N 1.22 -0.68 -0.29
S 2.37 -1.83 -0.30
O 2.96 -1.92 -1.61
O 1.90 -3.06 0.30
C 3.40 -0.98 0.84
C 4.75 -1.16 1.07
C 5.37 -0.29 1.95
C 4.64 0.73 2.56
C 3.28 0.89 2.32
C 2.65 0.00 1.46
H 5.30 -1.93 0.55
H 6.42 -0.39 2.15
H 5.15 1.42 3.22
H 2.74 1.71 2.77
```

Atomic partial charges in e from the Mulliken method, atoms 1 to 4: Os 3.721; C -1.530; C 0.957; C -0.988